This record from the Open Molecules 2025 dataset describes a cluster of 10 separate species, C50H126N10O10 in total. The level of theory is ωB97M-V/def2-TZVPD.

For the total energy, the calculation gives -89253.573 eV. The molar mass is 1027.6 g mol⁻¹. As for the max |F|: 4.5 eV Å⁻¹. As for the LUMO energy: 0.3932 eV. As for the SMILES: CC1(C)CCCC(C)(C)N1O.CC1(C)CCCC(C)(C)N1O.COC[C@H](C)N.COC[C@H](C)N.COC[C@H](C)N.COC[C@H](C)N.COC[C@H](C)N.COC[C@H](C)N.COC[C@H](C)N.COC[C@H](C)N. As for the spin multiplicity: 1. Its HOMO-LUMO gap is 8.3 eV. The value obtained for the energy relative to the best compared isomer or geometry (same formula, charge and spin) is 880.3 kJ/mol. Its charge is 0.

Cartesian coordinates (Å):
C: -0.7818 8.7448 6.5307
C: -2.0386 7.8188 6.6213
C: -2.7584 7.9429 5.1691
C: -1.5597 6.3537 6.7415
C: -1.5465 5.5143 8.1032
C: -2.8091 5.8960 8.9112
C: -3.0642 7.4496 9.0414
C: -4.3813 7.6977 9.8580
C: -2.0050 8.1531 9.8495
N: -3.0356 8.0114 7.6503
O: -3.4849 9.2431 7.6318
H: -1.1472 9.7701 6.5889
H: -0.1540 8.6793 7.4194
H: -0.1045 8.5759 5.6935
H: -3.1484 8.9241 4.8985
H: -2.3004 7.4326 4.3218
H: -3.7529 7.4978 5.1999
H: -2.0479 5.6781 6.0391
H: -0.4859 6.3357 6.5550
H: -1.5712 4.4711 7.7881
H: -0.5306 5.6371 8.4785
H: -2.7917 5.3692 9.8653
H: -3.6920 5.5280 8.3886
H: -5.2150 7.2839 9.2907
H: -4.5714 8.7680 9.9392
H: -4.2150 7.1002 10.7543
H: -0.9915 8.0930 9.4529
H: -1.9939 7.9035 10.9105
H: -2.2628 9.2120 9.8351
H: -4.4301 9.0829 7.5816
C: 9.4029 -4.8416 4.4469
C: 9.9612 -4.4985 3.0502
C: 10.4438 -5.7466 2.3397
C: 8.7736 -3.8541 2.3851
C: 9.1817 -3.1492 1.1442
C: 10.3500 -2.1044 1.4063
C: 11.5421 -2.6435 2.1560
C: 12.3258 -3.2977 0.9336
C: 12.2479 -1.4007 2.6129
N: 11.0606 -3.4978 3.2672
O: 12.0124 -3.9256 4.1270
H: 9.2628 -3.9613 5.0742
H: 8.4085 -5.2517 4.2707
H: 10.0480 -5.4801 5.0504
H: 10.6723 -5.6191 1.2816
H: 11.3567 -6.1657 2.7629
H: 9.7439 -6.5766 2.2424
H: 8.0622 -4.5971 2.0245
H: 8.2761 -3.2592 3.1511
H: 9.4323 -3.8501 0.3479
H: 8.3844 -2.5098 0.7652
H: 9.9984 -1.1530 1.8054
H: 10.5384 -1.7814 0.3824
H: 13.0560 -3.9917 1.3499
H: 12.9129 -2.5438 0.4093
H: 11.7744 -3.8332 0.1607
H: 12.6172 -0.8068 1.7768
H: 13.1463 -1.7516 3.1207
H: 11.7003 -0.7355 3.2805
H: 12.1569 -3.1062 4.6058
C: 2.5886 5.1803 -2.0919
O: 2.6134 6.5849 -2.2897
C: 3.2671 7.4425 -1.3095
C: 4.7073 7.7991 -1.6897
C: 5.3510 8.6969 -0.5762
N: 4.7680 8.4702 -3.0118
H: 1.9879 4.6605 -2.8383
H: 2.1532 5.0567 -1.1004
H: 3.5102 4.5998 -2.0497
H: 2.7359 8.3597 -1.0553
H: 3.3596 6.7992 -0.4345
H: 5.3242 6.9011 -1.7255
H: 6.3517 8.8840 -0.9657
H: 5.6056 8.2815 0.3989
H: 4.7905 9.6062 -0.3592
H: 4.2102 7.9215 -3.6505
H: 4.2359 9.3209 -2.8970
C: -11.0260 4.4484 0.6469
O: -10.0968 4.5019 1.7015
C: -10.5505 4.5613 3.0917
C: -11.4474 3.3271 3.4627
C: -12.0451 3.2217 4.8125
N: -10.5237 2.2880 3.2838
H: -10.5372 4.9228 -0.2040
H: -11.9615 4.9359 0.9214
H: -11.3642 3.4732 0.2965
H: -9.6701 4.6500 3.7282
H: -11.1326 5.4506 3.3337
H: -12.2895 3.3632 2.7715
H: -12.8589 3.9354 4.9410
H: -11.3209 3.5289 5.5671
H: -12.3896 2.2139 5.0443
H: -9.9302 2.5003 2.4947
H: -9.8924 2.2827 4.0722
C: -3.0321 -0.9924 0.7331
O: -1.9580 -1.7768 1.0838
C: -1.7474 -2.8969 0.1804
C: -0.2391 -3.2044 0.1815
C: 0.1633 -4.4814 -0.5857
N: 0.2564 -3.5357 1.4957
H: -3.0899 -0.1390 1.4088
H: -3.9357 -1.5930 0.8373
H: -3.1017 -0.5755 -0.2716
H: -2.4063 -3.6250 0.6535
H: -2.1171 -2.7703 -0.8371
H: 0.4215 -2.3822 -0.0934
H: -0.4106 -5.3338 -0.2220
H: 1.2261 -4.7193 -0.5418
H: -0.2299 -4.5708 -1.5983
H: -0.0702 -4.4791 1.6489
H: -0.1677 -2.9405 2.1928
C: -5.0211 -6.2210 -5.9767
O: -5.8381 -5.0147 -6.0173
C: -6.6320 -4.7946 -4.7870
C: -7.3690 -3.3486 -4.7298
C: -6.4129 -2.2503 -5.3025
N: -7.8735 -3.0201 -3.3832
H: -5.7225 -6.9756 -5.6209
H: -4.0694 -6.2498 -5.4460
H: -4.7596 -6.4785 -7.0030
H: -7.4091 -5.5542 -4.8726
H: -5.9415 -5.0093 -3.9713
H: -8.2478 -3.4790 -5.3613
H: -5.5032 -2.5350 -4.7737
H: -6.6598 -1.2577 -4.9258
H: -6.3666 -2.4055 -6.3804
H: -8.5025 -3.6399 -2.8930
H: -8.1356 -2.0586 -3.2192
C: 9.5440 -7.3255 -5.9709
O: 8.3354 -8.1258 -5.5545
C: 8.3195 -9.5220 -5.8891
C: 7.4567 -10.1973 -4.8167
C: 6.0361 -9.7244 -4.7832
N: 7.9104 -9.9297 -3.4967
H: 9.6850 -7.0015 -7.0020
H: 10.4407 -7.8504 -5.6415
H: 9.4781 -6.3217 -5.5512
H: 7.9861 -9.6372 -6.9204
H: 9.3783 -9.7712 -5.8195
H: 7.2781 -11.2532 -5.0201
H: 6.0957 -8.6439 -4.6529
H: 5.4196 -10.1217 -3.9768
H: 5.6898 -9.9671 -5.7878
H: 8.8398 -9.6317 -3.7566
H: 7.3822 -9.1188 -3.2075
C: 0.2067 -3.1031 -9.7481
O: 1.3069 -2.3186 -9.2532
C: 1.8635 -2.6554 -7.9910
C: 3.3276 -2.1328 -7.8371
C: 3.9751 -2.3502 -6.3614
N: 3.3557 -0.6890 -8.2112
H: -0.5782 -2.9915 -9.0001
H: 0.3078 -4.1311 -10.0959
H: -0.2285 -2.4780 -10.5277
H: 1.2795 -2.2578 -7.1610
H: 1.8102 -3.7303 -7.8181
H: 3.9368 -2.6848 -8.5529
H: 5.0498 -2.1742 -6.3158
H: 3.9621 -3.3592 -5.9492
H: 3.5487 -1.6964 -5.6006
H: 2.7942 -0.2507 -7.4951
H: 4.3110 -0.3885 -8.0794
C: -2.2516 -10.1669 3.8548
O: -3.1530 -9.3005 3.1978
C: -4.4422 -9.9484 2.9553
C: -5.5948 -8.9869 2.8039
C: -5.6843 -8.1330 4.0671
N: -6.8267 -9.7226 2.6509
H: -1.2914 -9.7204 4.1133
H: -2.0233 -11.0623 3.2767
H: -2.6886 -10.4943 4.7982
H: -4.1363 -10.3342 1.9828
H: -4.6444 -10.7799 3.6304
H: -5.3963 -8.4066 1.9028
H: -5.4363 -8.6949 4.9676
H: -6.7083 -7.7988 4.2339
H: -5.0243 -7.2678 4.0054
H: -7.0006 -10.1519 1.7534
H: -7.7063 -9.2911 2.8963
C: -5.9623 12.5519 -4.8303
O: -5.7352 11.3487 -5.6034
C: -5.4837 10.2388 -4.6703
C: -5.2152 8.9322 -5.4052
C: -5.0163 7.7622 -4.3751
N: -4.0743 9.1156 -6.3867
H: -5.1153 13.0897 -4.4043
H: -6.6499 12.3584 -4.0070
H: -6.4677 13.3066 -5.4329
H: -4.8025 10.2883 -3.8208
H: -6.3852 9.9972 -4.1072
H: -6.1444 8.8054 -5.9607
H: -4.0427 7.8754 -3.8983
H: -5.1202 6.7953 -4.8676
H: -5.7425 7.8220 -3.5645
H: -3.8835 8.2523 -6.8751
H: -3.2544 9.1589 -5.7986